No. 1
Formula: C5H10N2O2P
Source: the Open Molecules 2025 dataset
Level of theory: ωB97M-V/def2-TZVPD

The calculation puts the energy above the lowest of the compared OMol25 structures with the same formula, charge and spin at 2.123 eV. The electronic energy comes out at -797.883593 Ha. The lowest unoccupied orbital energy comes out at 3.54 eV. The calculation puts the frontier orbital gap at 0.2767 hartree.

Geometry as ORCA input:
```
! RIJCOSX wB97M-V def2-TZVPD def2/J DEFGRID3
* xyz -1 1
C 2.315 -0.811 -0.208
C -0.153 1.087 -0.030
C 3.773 -1.245 -0.249
C -4.035 1.043 0.096
C 0.376 0.054 0.895
N 1.828 -0.349 0.847
N 0.390 1.586 -1.021
O -2.491 -0.905 1.513
O -2.598 -0.857 -1.015
P -3.050 -0.294 0.292
H 1.775 -0.986 -1.109
H -1.270 1.438 0.256
H 3.764 -2.276 -0.390
H 4.169 -0.844 -1.159
H 4.431 -0.757 0.479
H -4.830 1.382 0.704
H -0.077 2.255 -1.619
H -4.284 1.002 -0.983
H -0.297 -0.863 0.769
H 0.265 0.340 1.931
*
```

---

No. 2
Formula: C5H10N2O2P
Source: the Open Molecules 2025 dataset
Level of theory: ωB97M-V/def2-TZVPD

The calculation puts the energy above the lowest of the compared OMol25 structures with the same formula, charge and spin at 3.485 eV. The electronic energy comes out at -797.481833 Ha. The lowest unoccupied orbital energy (alpha / beta) comes out at -5.21 / -5.57 eV. The calculation puts the frontier orbital gap (alpha / beta) at 0.2685 / 0.2844 hartree.

Geometry as ORCA input:
```
! RIJCOSX wB97M-V def2-TZVPD def2/J DEFGRID3
* xyz 1 1
C 1.486 0.866 0.455
C -0.238 -0.680 -0.015
C 0.697 0.882 1.695
C -1.234 0.328 -0.003
C 1.981 -1.161 -0.919
N 1.014 -0.306 -0.249
N -2.358 -0.090 0.516
O 2.300 1.618 0.044
O -0.413 -2.012 -0.017
P -0.967 2.064 -0.701
H 0.716 -0.102 2.168
H 0.761 1.815 2.064
H 2.235 -2.018 -0.272
H 1.567 -1.625 -1.870
H 2.874 -0.378 -1.096
H -2.460 -1.094 0.934
H -1.338 -2.254 -0.201
H -3.281 0.286 0.292
H -2.369 2.272 -0.860
H -0.971 1.588 -1.967
*
```

---

No. 3
Formula: C5H10N2O2P2
Source: the Open Molecules 2025 dataset
Level of theory: ωB97M-V/def2-TZVPD

The calculation puts the energy above the lowest of the compared OMol25 structures with the same formula, charge and spin at 2.801 eV. The electronic energy comes out at -1139.102836 Ha. The lowest unoccupied orbital energy (alpha / beta) comes out at -0.86 / -1.26 eV. The calculation puts the frontier orbital gap (alpha / beta) at 0.2850 / 0.2319 hartree.

Geometry as ORCA input:
```
! RIJCOSX wB97M-V def2-TZVPD def2/J DEFGRID3
* xyz 0 1
C -0.893 -0.177 -0.441
C 1.305 0.101 -0.901
C -0.749 0.772 -1.587
C 1.416 -1.110 2.111
C 0.760 -1.596 0.800
N 0.577 0.882 -1.765
N 0.385 -0.509 -0.146
O -1.920 -0.709 -0.107
O 2.500 0.021 -0.948
P -0.691 2.027 1.226
P -2.152 1.524 -2.339
H 1.372 -2.061 2.659
H 2.515 -0.688 2.025
H 0.756 -0.238 2.379
H 1.370 -2.364 0.189
H -0.089 -2.070 1.161
H 1.013 1.617 -2.346
H -0.611 0.830 2.069
H -2.033 2.360 1.644
H -2.993 0.606 -2.098
H -1.836 0.781 -3.585
*
```

---

No. 4
Formula: C5H10N2O3
Source: the Open Molecules 2025 dataset
Level of theory: ωB97M-V/def2-TZVPD

The calculation puts the energy above the lowest of the compared OMol25 structures with the same formula, charge and spin at 1.914 eV. The electronic energy comes out at -531.734693 Ha. The lowest unoccupied orbital energy comes out at 0.59 eV. The calculation puts the frontier orbital gap at 0.3678 hartree. Its SMILES is C[C@H](NC(=O)CN)C(=O)O.

Geometry as ORCA input:
```
! RIJCOSX wB97M-V def2-TZVPD def2/J DEFGRID3
* xyz 0 1
C 0.673 1.561 0.892
C 0.784 0.469 -0.123
N -0.207 -0.767 0.137
C -1.634 -0.861 0.075
O -2.174 -1.884 0.365
C -2.407 0.185 -0.674
N -2.532 1.522 -0.076
C 2.216 -0.011 -0.206
O 3.193 0.656 -0.493
O 2.288 -1.355 0.077
H -0.211 2.242 0.981
H 1.367 2.315 0.734
H 0.754 1.089 1.841
H 0.602 0.967 -1.090
H 0.321 -1.713 0.267
H -3.327 -0.248 -0.827
H -1.877 0.363 -1.623
H -3.113 1.642 0.718
H -2.819 2.268 -0.747
H 3.221 -1.603 -0.057
*
```

---

No. 5
Formula: C5H10N2O3
Source: the Open Molecules 2025 dataset
Level of theory: ωB97M-V/def2-TZVPD

The calculation puts the energy above the lowest of the compared OMol25 structures with the same formula, charge and spin at 8.645 eV. The electronic energy comes out at -531.487328 Ha. The lowest unoccupied orbital energy (alpha / beta) comes out at -0.40 / -0.41 eV. The calculation puts the frontier orbital gap (alpha / beta) at 0.3200 / 0.3198 hartree.

Geometry as ORCA input:
```
! RIJCOSX wB97M-V def2-TZVPD def2/J DEFGRID3
* xyz 0 1
C 0.044 1.393 0.838
C -0.619 0.204 -1.334
C 0.291 -1.816 0.688
C 0.490 0.522 -0.401
C 1.171 -0.755 0.013
N 3.673 1.230 -0.328
N 2.406 -1.083 -0.168
O 3.383 0.203 -0.919
O 3.527 1.430 0.832
O 3.114 -2.041 0.073
H -0.334 2.333 0.474
H -0.629 0.921 1.525
H 0.988 1.740 1.434
H -0.642 -0.721 -2.027
H -1.006 0.979 -2.017
H -1.513 -0.123 -0.755
H 0.859 -2.786 0.576
H 0.207 -1.602 1.720
H -0.790 -1.651 0.221
H 1.133 1.166 -0.908
*
```

---

No. 6
Formula: C5H10N2O5S
Source: the Open Molecules 2025 dataset
Level of theory: ωB97M-V/def2-TZVPD

The calculation puts the energy above the lowest of the compared OMol25 structures with the same formula, charge and spin at 0.042 eV. The electronic energy comes out at -1080.388366 Ha. The lowest unoccupied orbital energy comes out at 0.58 eV. The calculation puts the frontier orbital gap at 0.4108 hartree. Its SMILES is CC[C@@H]1OS(=O)(=O)O[C@@]1(N)C(N)=O.

Geometry as ORCA input:
```
! RIJCOSX wB97M-V def2-TZVPD def2/J DEFGRID3
* xyz 0 1
C 2.153 1.251 -0.402
C 0.791 1.694 0.008
C -0.274 0.663 -0.501
O -1.528 1.239 -0.689
S -2.689 0.337 0.022
O -3.847 0.352 -0.880
O -2.753 0.683 1.391
O -1.875 -1.006 -0.050
C -0.349 -0.611 0.368
N -0.194 -0.346 1.750
C 0.707 -1.700 0.042
N 0.313 -2.506 -0.980
O 1.632 -1.775 0.769
H 2.398 0.284 0.050
H 2.957 2.058 -0.313
H 2.126 1.067 -1.498
H 0.602 2.773 -0.417
H 0.707 1.653 1.111
H -0.074 0.216 -1.570
H -0.456 -1.149 2.353
H -0.566 0.523 1.931
H -0.579 -2.391 -1.420
H 0.798 -3.308 -1.076
*
```

---

No. 7
Formula: C5H10N2OS
Source: the Open Molecules 2025 dataset
Level of theory: ωB97M-V/def2-TZVPD

The calculation puts the energy above the lowest of the compared OMol25 structures with the same formula, charge and spin at 0.245 eV. The electronic energy comes out at -779.400643 Ha. The lowest unoccupied orbital energy comes out at 0.72 eV. The calculation puts the frontier orbital gap at 0.3257 hartree. Its SMILES is CN1COCN(C)C1=S.

Geometry as ORCA input:
```
! RIJCOSX wB97M-V def2-TZVPD def2/J DEFGRID3
* xyz 0 1
C 0.416 2.863 1.456
N 0.106 1.546 1.036
C -0.948 1.383 -0.008
O -0.974 -0.010 -0.534
C 0.324 -0.436 -0.928
N 1.118 -0.545 0.329
C 1.686 -1.779 0.768
C 1.022 0.542 1.255
S 2.088 0.625 2.545
H 1.514 3.120 1.583
H -0.045 2.869 2.506
H -0.048 3.517 0.717
H -0.821 2.090 -0.892
H -1.890 1.458 0.484
H 0.226 -1.319 -1.474
H 0.711 0.363 -1.488
H 1.411 -1.983 1.790
H 2.749 -1.559 0.755
H 1.410 -2.691 0.155
*
```

---

No. 8
Formula: C5H10N2S
Source: the Open Molecules 2025 dataset
Level of theory: ωB97M-V/def2-TZVPD

The calculation puts the energy above the lowest of the compared OMol25 structures with the same formula, charge and spin at 3.295 eV. The electronic energy comes out at -704.102712 Ha. The lowest unoccupied orbital energy comes out at 0.28 eV. The calculation puts the frontier orbital gap at 0.3210 hartree. Its SMILES is CNCC(=S)N1CC1.

Geometry as ORCA input:
```
! RIJCOSX wB97M-V def2-TZVPD def2/J DEFGRID3
* xyz 0 1
C -2.174 0.031 -0.915
N -1.835 -0.378 0.498
C -0.927 0.584 1.016
C 0.336 0.985 0.271
S 0.633 2.612 0.006
N 1.065 -0.074 -0.162
C 1.779 -1.225 0.409
C 2.373 -0.185 -0.498
H -2.658 1.050 -1.170
H -1.294 0.110 -1.566
H -2.954 -0.657 -1.251
H -1.402 -1.348 0.255
H -0.802 0.282 2.133
H -1.512 1.592 1.018
H 1.453 -2.265 -0.019
H 2.031 -1.155 1.474
H 2.776 -0.459 -1.493
H 3.111 0.498 -0.008
*
```

---

No. 9
Formula: C5H10N3
Source: the Open Molecules 2025 dataset
Level of theory: ωB97M-V/def2-TZVPD

The calculation puts the energy above the lowest of the compared OMol25 structures with the same formula, charge and spin at 3.591 eV. The electronic energy comes out at -360.443128 Ha. The lowest unoccupied orbital energy comes out at -4.20 eV. The calculation puts the frontier orbital gap at 0.3650 hartree. Its SMILES is [H]/N=C1/CC=C[N@@H+](C)N1.

Geometry as ORCA input:
```
! RIJCOSX wB97M-V def2-TZVPD def2/J DEFGRID3
* xyz 1 1
H 2.970 -1.584 0.226
N 2.787 -0.635 -0.077
C 1.669 -0.122 0.163
C 1.377 1.287 -0.266
C 0.048 1.811 0.138
C -0.966 1.072 0.560
N -0.889 -0.365 0.641
C -1.337 -1.072 -0.570
N 0.732 -0.742 0.950
H 1.480 1.358 -1.353
H 2.166 1.926 0.138
H -0.077 2.882 0.077
H -1.919 1.478 0.858
H -1.362 -0.706 1.483
H -1.779 -0.363 -1.268
H -0.485 -1.538 -1.067
H -2.067 -1.839 -0.324
H 0.817 -1.739 1.118
*
```

---

No. 10
Formula: C5H10N3
Source: the Open Molecules 2025 dataset
Level of theory: ωB97M-V/def2-TZVPD

The calculation puts the energy above the lowest of the compared OMol25 structures with the same formula, charge and spin at 4.248 eV. The electronic energy comes out at -360.418999 Ha. The lowest unoccupied orbital energy comes out at -6.56 eV. The calculation puts the frontier orbital gap at 0.2718 hartree.

Geometry as ORCA input:
```
! RIJCOSX wB97M-V def2-TZVPD def2/J DEFGRID3
* xyz 1 1
C -0.277 -0.563 -1.347
C -0.427 1.012 0.909
C -1.462 0.984 -0.216
C -0.002 -0.413 0.893
C -0.910 1.639 2.258
N -1.484 0.231 -1.231
N 0.295 -0.923 -0.252
N 1.969 -1.987 -2.181
H 0.266 -0.876 -2.338
H 0.543 1.617 0.451
H -2.322 1.628 -0.131
H -0.046 -1.142 1.734
H -0.046 2.025 2.797
H -1.372 0.947 2.974
H -1.460 2.496 1.983
H 2.249 -2.584 -3.018
H 1.689 -2.573 -1.300
H 2.796 -1.517 -1.986
*
```

---

Q: Among the records above, which one has the highest electronic energy?
A: number 10

---

Q: The lowest energy above the lowest of the compared OMol25 structures with the same formula, charge and spin belongs to which entry?
A: C5H10N2O5S

---

Q: Among the records above, which one has the lowest energy above the lowest of the compared OMol25 structures with the same formula, charge and spin?
A: C5H10N2O5S